Entry from the OMol25 dataset: a 6-piece molecular cluster, C33H65BrClNO13P2S5 overall at a distorted geometry (ωB97M-V with the def2-TZVPD basis set).

## Properties
LUMO level: 0.006 Ha
SMILES: CCP(C)[C@@H]1NC(=O)[C@@](COC)(P(C)O)[C@]1(Br)CCCCl.O=S1(=O)CCCC1.O=S1(=O)CCCC1.O=S1(=O)CCCC1.O=S1(=O)CCCC1.O=S1(=O)CCCC1
Max |F|: 1.4 eV/A
HOMO energy: -8.445 eV

The geometry in ORCA input format:
```
! RIJCOSX wB97M-V def2-TZVPD def2/J DEFGRID3
* xyz 0 1
C 0.7233 3.1225 4.2818
C 1.5675 2.8475 3.0213
P 0.7082 1.7653 1.8094
C 2.0649 1.2424 0.7036
C -0.3743 2.7590 0.6950
N 0.1254 3.9708 0.0044
C -0.9501 4.9410 0.0080
O -1.0853 5.7881 -0.8471
C -1.8376 4.6165 1.2300
C -1.0037 5.1161 2.4291
O -0.9817 6.5410 2.3489
C 0.3049 7.0926 2.2136
P -3.4883 5.5084 1.5330
C -3.5000 6.9247 0.3840
O -4.6912 4.5729 0.9048
C -1.8521 3.0955 1.1163
Br -2.8279 2.6885 -0.5994
C -2.4353 2.3248 2.2982
C -3.7122 1.5121 2.0921
C -4.0627 0.8560 3.4265
Cl -5.7210 0.2249 3.3959
H 0.8302 4.1440 4.6313
H -0.3221 2.8637 4.1481
H 1.0869 2.4796 5.0814
H 1.8926 3.7906 2.5704
H 2.4905 2.3553 3.3208
H 1.6620 0.6970 -0.1422
H 2.7107 2.0650 0.3987
H 2.6701 0.5343 1.2647
H -0.4963 2.0304 -0.1073
H 0.9705 4.3343 0.4207
H -1.4964 4.8627 3.3634
H 0.0196 4.7611 2.3892
H 0.8625 6.6293 1.3924
H 0.1957 8.1428 1.9656
H 0.8986 6.9763 3.1225
H -3.3706 6.6437 -0.6542
H -2.7411 7.6296 0.7061
H -4.4769 7.3868 0.5138
H -4.7280 4.6425 -0.0579
H -2.6414 3.0465 3.0910
H -1.6967 1.6265 2.6879
H -4.5430 2.1173 1.7489
H -3.5119 0.6949 1.4045
H -3.9510 1.5316 4.2700
H -3.4159 0.0056 3.6064
C 4.2504 -2.4634 -3.3910
C 2.9283 -3.2428 -3.4439
C 2.6163 -3.7077 -2.0191
S 3.3841 -2.5116 -0.9212
O 4.4296 -3.1699 -0.1769
O 2.3691 -1.7502 -0.2323
C 4.1320 -1.5117 -2.2034
H 4.4393 -1.9227 -4.3166
H 5.0816 -3.1531 -3.2285
H 2.1326 -2.5847 -3.7992
H 2.9773 -4.0897 -4.1196
H 1.5489 -3.7335 -1.8136
H 3.0583 -4.6789 -1.8035
H 5.0845 -1.1273 -1.8457
H 3.4502 -0.6888 -2.4171
C 2.4995 -8.9953 -5.4004
C 2.2596 -9.2947 -3.9140
C 1.8748 -7.9727 -3.2371
S 1.0920 -6.9717 -4.5100
O 1.9177 -5.8118 -4.7584
O -0.3100 -6.8225 -4.2234
C 1.3216 -8.1352 -5.8488
H 2.5721 -9.9067 -5.9908
H 3.4322 -8.4407 -5.5218
H 1.4429 -10.0115 -3.8132
H 3.1381 -9.7317 -3.4430
H 1.1689 -8.1086 -2.4221
H 2.7488 -7.4293 -2.8831
H 1.5001 -7.5877 -6.7710
H 0.4066 -8.7205 -5.9306
C -0.6214 -2.2791 0.3826
C -1.6957 -3.3764 0.3414
C -1.8687 -3.9026 1.7728
S -1.4378 -2.5369 2.8601
O -0.2518 -2.8896 3.6000
O -2.6187 -2.0652 3.5439
C -0.9818 -1.3880 1.5656
H -0.5866 -1.7103 -0.5455
H 0.3639 -2.7232 0.5414
H -2.6374 -2.9515 -0.0111
H -1.4250 -4.1817 -0.3397
H -2.8896 -4.2072 1.9875
H -1.1846 -4.7201 1.9911
H -0.1627 -0.7612 1.9140
H -1.8561 -0.7758 1.3488
C -3.2021 6.0331 -4.8219
C -4.2650 7.0924 -5.1473
C -5.6379 6.4758 -4.8427
S -5.3594 5.2598 -3.5465
O -5.6501 3.9501 -4.0702
O -5.9515 5.7146 -2.3111
C -3.5866 5.4660 -3.4607
H -2.1984 6.4540 -4.8066
H -3.2249 5.2416 -5.5740
H -4.1082 7.9698 -4.5171
H -4.2059 7.4195 -6.1841
H -6.3538 7.2095 -4.4820
H -6.0483 5.9483 -5.7011
H -3.1222 4.5090 -3.2346
H -3.3772 6.1780 -2.6649
C 3.0842 -3.6147 3.5273
C 3.2511 -2.8338 4.8368
C 4.2464 -3.6109 5.7092
S 5.3211 -4.4986 4.5701
O 5.1105 -5.9140 4.7477
O 6.6480 -3.9380 4.6199
C 4.4953 -3.9762 3.0729
H 2.5619 -3.0310 2.7705
H 2.5060 -4.5228 3.7105
H 3.6492 -1.8402 4.6197
H 2.3001 -2.7008 5.3500
H 4.8595 -2.9607 6.3274
H 3.7486 -4.3516 6.3316
H 4.5244 -4.7797 2.3421
H 5.0226 -3.1044 2.6892
*
```

Mulliken population analysis, charges in e, atoms 1 to 99: atom 1 (C): -1.052, atom 2 (C): -0.956, atom 3 (P): 0.781, atom 4 (C): -1.532, atom 5 (C): -0.642, atom 6 (N): -0.171, atom 7 (C): -0.370, atom 8 (O): -0.558, atom 9 (C): 2.131, atom 10 (C): -0.735, atom 11 (O): -0.459, atom 12 (C): -0.682, atom 13 (P): -0.245, atom 14 (C): -0.390, atom 15 (O): -0.390, atom 16 (C): 0.236, atom 17 (Br): -0.094, atom 18 (C): -1.165, atom 19 (C): -1.103, atom 20 (C): -0.265, atom 21 (Cl): -0.248, atom 22 (H): 0.283, atom 23 (H): 0.144, atom 24 (H): 0.399, atom 25 (H): 0.422, atom 26 (H): 0.586, atom 27 (H): 0.368, atom 28 (H): 0.584, atom 29 (H): 0.470, atom 30 (H): 0.450, atom 31 (H): 0.467, atom 32 (H): 0.623, atom 33 (H): -0.427, atom 34 (H): 0.266, atom 35 (H): 0.296, atom 36 (H): 0.273, atom 37 (H): -0.208, atom 38 (H): 0.293, atom 39 (H): 0.411, atom 40 (H): 0.241, atom 41 (H): 0.558, atom 42 (H): 0.341, atom 43 (H): 0.477, atom 44 (H): 0.456, atom 45 (H): 0.392, atom 46 (H): 0.080, atom 47 (C): -0.730, atom 48 (C): -0.398, atom 49 (C): -0.337, atom 50 (S): 1.101, atom 51 (O): -0.710, atom 52 (O): -0.375, atom 53 (C): -0.839, atom 54 (H): 0.406, atom 55 (H): 0.286, atom 56 (H): 0.292, atom 57 (H): 0.221, atom 58 (H): 0.164, atom 59 (H): 0.263, atom 60 (H): 0.470, atom 61 (H): 0.327, atom 62 (C): -0.553, atom 63 (C): -0.691, atom 64 (C): -0.512, atom 65 (S): 1.118, atom 66 (O): -0.641, atom 67 (O): -0.703, atom 68 (C): -0.736, atom 69 (H): 0.350, atom 70 (H): 0.288, atom 71 (H): 0.296, atom 72 (H): 0.343, atom 73 (H): 0.395, atom 74 (H): 0.245, atom 75 (H): 0.398, atom 76 (H): 0.342, atom 77 (C): -0.187, atom 78 (C): -0.844, atom 79 (C): -0.848, atom 80 (S): 1.224, atom 81 (O): -0.621, atom 82 (O): -0.740, atom 83 (C): 0.447, atom 84 (H): 0.472, atom 85 (H): -0.193, atom 86 (H): 0.359, atom 87 (H): 0.393, atom 88 (H): 0.427, atom 89 (H): 0.382, atom 90 (H): -0.313, atom 91 (H): -0.226, atom 92 (C): -0.807, atom 93 (C): -0.665, atom 94 (C): -0.687, atom 95 (S): 1.237, atom 96 (O): -0.691, atom 97 (O): -0.656, atom 98 (C): -0.021, atom 99 (H): 0.350